Here is a molecular structure, C53H71AsNO5P2RbSSi3 from the OMol25 dataset. Energies are from ωB97M-V with the def2-TZVPD basis set.

Summary:
Kohn-Sham gap = 5.214 eV
Total charge = -2
Molecular weight = 1140.82 g/mol
E_LUMO = 0.133 Ha

Each line ends with the Löwdin charge.
Element x y z (Å)
Rb (0.0595, -0.7268, -0.2778)  0.68
C (-1.8706, 0.7173, 2.3439)  -0.20
O (-0.6697, 1.2815, 1.8843)  -0.37
Si (0.4748, 1.8836, 3.0128)  0.30
C (-0.4983, 3.3005, 3.8355)  -0.16
C (0.5287, 0.5752, 4.3789)  -0.17
C (2.0441, 2.2688, 2.2863)  -0.42
Si (2.2616, 3.6596, 1.1534)  0.36
C (0.6629, 4.6237, 0.7808)  -0.18
C (2.9745, 3.2449, -0.5532)  -0.18
C (3.4043, 5.0429, 1.8114)  -0.20
Si (3.5649, 1.5318, 2.9331)  0.36
C (3.5411, -0.3213, 3.3139)  -0.19
C (4.1461, 2.3268, 4.5735)  -0.20
C (5.0749, 1.6836, 1.7958)  -0.18
H (-2.5293, 1.4447, 2.8399)  0.07
H (-1.6921, -0.1048, 3.0459)  0.07
H (-2.4249, 0.2948, 1.5010)  0.06
H (-1.4529, 2.9286, 4.2252)  0.01
H (-0.7078, 4.1185, 3.1486)  0.00
H (0.0665, 3.7069, 4.6790)  0.02
H (-0.4288, 0.5260, 4.9063)  0.02
H (1.2957, 0.8319, 5.1130)  0.02
H (0.7574, -0.4182, 3.9867)  0.00
H (-0.2052, 3.9796, 0.6612)  0.00
H (0.7765, 5.2084, -0.1385)  0.01
H (0.4455, 5.3276, 1.5885)  0.02
H (2.3336, 2.5336, -1.0805)  0.01
H (3.9662, 2.7962, -0.4989)  0.01
H (3.0569, 4.1563, -1.1584)  0.01
H (2.9879, 5.4587, 2.7330)  0.02
H (3.4825, 5.8515, 1.0756)  0.01
H (4.4135, 4.6908, 2.0329)  0.00
H (2.9456, -0.5968, 4.1839)  0.01
H (4.5762, -0.6320, 3.5025)  0.02
H (3.1699, -0.8716, 2.4468)  0.00
H (3.3801, 2.2020, 5.3442)  0.01
H (4.3220, 3.3991, 4.4568)  0.01
H (5.0714, 1.8622, 4.9328)  0.01
H (4.9135, 1.0932, 0.8925)  0.01
H (5.9359, 1.2564, 2.3226)  0.02
H (5.3384, 2.6984, 1.4992)  0.01
C (-2.9823, -3.4786, 2.1553)  -0.04
C (-2.4938, -3.1818, 0.7468)  -0.45
O (-2.4532, -2.0169, 0.3791)  -0.06
C (-2.1303, -4.3150, -0.1200)  -0.12
C (-2.6990, -5.5704, 0.1200)  -0.08
C (-2.4643, -6.6679, -0.6849)  -0.14
C (-1.6010, -6.5075, -1.7809)  -0.14
C (-0.9985, -5.3040, -2.0386)  -0.05
C (-1.1984, -4.1373, -1.2149)  -0.44
O (-0.5575, -3.0774, -1.4319)  -0.21
H (-2.9797, -2.5453, 2.7139)  0.07
H (-2.3345, -4.2040, 2.6458)  0.07
H (-4.0021, -3.8718, 2.1289)  0.08
H (-3.3679, -5.6819, 0.9664)  0.10
H (-2.9351, -7.6207, -0.4785)  0.07
H (-1.4034, -7.3510, -2.4363)  0.09
H (-0.3290, -5.1842, -2.8836)  0.11
C (-0.5564, -0.0035, -3.7711)  -0.18
N (-1.5186, 1.0509, -3.3691)  -0.53
P (-2.9768, 0.4574, -2.6150)  1.06
C (-3.3404, -1.0167, -3.6412)  -0.35
C (-3.6642, -0.9957, -4.9976)  -0.09
C (-3.9383, -2.1743, -5.6696)  -0.10
C (-3.9024, -3.3886, -4.9890)  -0.09
C (-3.5891, -3.4195, -3.6404)  -0.06
C (-3.3050, -2.2351, -2.9680)  -0.07
C (-4.2397, 1.6175, -3.2824)  -0.36
C (-4.1086, 2.3297, -4.4735)  -0.12
C (-5.1062, 3.1901, -4.8986)  -0.09
C (-6.2538, 3.3597, -4.1311)  -0.11
C (-6.3890, 2.6677, -2.9378)  -0.10
C (-5.3839, 1.8058, -2.5157)  -0.10
P (-0.6492, 2.2804, -2.4779)  1.06
C (-2.0109, 3.2709, -1.7391)  -0.38
C (-2.3251, 2.9869, -0.4127)  -0.12
C (-3.3461, 3.6703, 0.2339)  -0.07
C (-4.0462, 4.6605, -0.4358)  -0.09
C (-3.7206, 4.9734, -1.7517)  -0.09
C (-2.7068, 4.2856, -2.3965)  -0.09
C (-0.1553, 3.3974, -3.8490)  -0.36
C (-0.4338, 3.1574, -5.1893)  -0.10
C (0.0078, 4.0366, -6.1704)  -0.10
C (0.7363, 5.1635, -5.8189)  -0.11
C (1.0374, 5.3996, -4.4829)  -0.09
C (0.6069, 4.5150, -3.5073)  -0.09
H (-0.8661, -0.4615, -4.7108)  0.08
H (-0.4304, -0.7997, -3.0302)  0.04
H (0.4307, 0.4422, -3.9108)  0.07
H (-3.7039, -0.0524, -5.5307)  0.09
H (-4.1841, -2.1513, -6.7247)  0.09
H (-4.1173, -4.3099, -5.5173)  0.09
H (-3.5426, -4.3594, -3.1055)  0.10
H (-3.0349, -2.2509, -1.9183)  0.08
H (-3.1966, 2.2283, -5.0476)  0.08
H (-4.9856, 3.7434, -5.8227)  0.10
H (-7.0305, 4.0416, -4.4560)  0.09
H (-7.2687, 2.8117, -2.3225)  0.10
H (-5.4735, 1.2874, -1.5674)  0.10
H (-1.7503, 2.2453, 0.1293)  0.07
H (-3.5708, 3.4372, 1.2674)  0.10
H (-4.8374, 5.2026, 0.0682)  0.09
H (-4.2654, 5.7498, -2.2755)  0.10
H (-2.4626, 4.5238, -3.4244)  0.10
H (-0.9925, 2.2683, -5.4540)  0.08
H (-0.2124, 3.8365, -7.2124)  0.09
H (1.0833, 5.8477, -6.5834)  0.09
H (1.6229, 6.2659, -4.2015)  0.10
H (0.8654, 4.6832, -2.4685)  0.09
O (3.2768, -1.3518, -0.0440)  -0.08
C (3.2422, -0.7838, -1.1564)  -0.67
O (2.2251, -0.4232, -1.7960)  -0.18
C (4.5860, -0.5323, -1.8459)  -0.12
C (4.6369, 0.1547, -3.0534)  -0.03
C (5.8521, 0.3843, -3.6832)  -0.10
C (7.0316, -0.0746, -3.1092)  -0.12
C (6.9875, -0.7584, -1.9009)  -0.10
C (5.7698, -0.9817, -1.2738)  -0.04
H (3.7029, 0.5068, -3.4708)  0.11
H (5.8828, 0.9284, -4.6201)  0.09
H (7.9822, 0.1074, -3.5975)  0.08
H (7.9064, -1.1069, -1.4433)  0.09
H (5.7063, -1.4931, -0.3217)  0.11
C (3.7138, -3.9712, 1.8581)  -0.26
As (1.9397, -4.1375, 1.1219)  0.69
C (2.2014, -4.0144, -0.7872)  -0.23
C (1.3854, -5.9792, 1.3468)  -0.26
S (0.5850, -2.8937, 2.0931)  0.14
H (4.3718, -4.7505, 1.4717)  0.03
H (3.6630, -4.0077, 2.9445)  0.03
H (4.0501, -2.9861, 1.5324)  0.01
H (1.7955, -4.9176, -1.2444)  0.03
H (3.2709, -3.9273, -0.9689)  0.04
H (1.6824, -3.1536, -1.1893)  0.00
H (2.0970, -6.6552, 0.8703)  0.03
H (0.4086, -6.0718, 0.8694)  0.02
H (1.2958, -6.2042, 2.4086)  0.02

Cartesian forces (eV/Å) of the 3 atoms listed first:
Rb -0.053 0.436 0.499
C -0.284 -0.201 -0.063
O 0.126 0.035 -0.001

***

Here is a molecular structure, C27H27CsF18N6O3PS from the OMol25 dataset. Energies are from ωB97M-V with the def2-TZVPD basis set.

Summary:
Expectation value of S² = 0.790
Spin multiplicity = 2
Kohn-Sham gap (alpha / beta) = 6.443 / 7.001 eV
Total charge = -2
Molecular weight = 1021.46 g/mol
E_LUMO (alpha / beta) = 0.136 / 0.136 Ha

Each line ends with the Löwdin charge.
Element x y z (Å)
Cs (0.0737, -0.6597, -0.5273)  1.33
C (-2.8529, 5.0624, 1.5228)  -0.07
C (-2.9674, 3.6270, 1.0949)  -0.27
C (-3.4276, 3.2982, -0.1712)  -0.04
C (-3.5199, 1.9790, -0.5491)  0.02
C (-3.1194, 0.9287, 0.3074)  -0.25
N (-3.2808, -0.3547, -0.0784)  0.18
C (-4.3507, -0.6601, -0.9211)  -0.20
C (-5.6207, -0.3658, -0.4050)  -0.01
C (-6.7731, -0.7700, -1.0573)  -0.05
C (-6.6964, -1.4715, -2.2512)  -0.28
C (-7.9408, -1.9266, -2.9698)  -0.07
C (-5.4350, -1.7387, -2.7702)  0.01
C (-4.2573, -1.3407, -2.1488)  -0.05
C (-2.8610, -1.5880, -2.7624)  -0.44
O (-1.9093, -0.8724, -2.1984)  -0.40
C (-2.8930, -1.2588, -4.3019)  -0.53
F (-3.4267, -0.0382, -4.5092)  0.14
F (-3.6114, -2.1173, -5.0857)  0.10
F (-1.6626, -1.2411, -4.8235)  0.15
C (-2.5500, -3.1165, -2.5959)  -0.53
F (-1.3845, -3.4699, -3.1638)  0.14
F (-2.4549, -3.4154, -1.2896)  0.14
F (-3.4878, -3.9629, -3.1082)  0.11
C (-2.5738, 1.2633, 1.5899)  -0.03
C (-2.5559, 2.5998, 1.9517)  0.02
C (-1.9614, 0.1443, 2.4959)  -0.43
O (-0.9043, -0.3977, 1.9197)  -0.38
C (-1.5029, 0.7260, 3.8836)  -0.53
F (-2.4923, 1.2766, 4.6370)  0.12
F (-0.9033, -0.1947, 4.6460)  0.14
F (-0.5713, 1.6981, 3.7172)  0.11
C (-3.1016, -0.9177, 2.8575)  -0.51
F (-3.0748, -1.3376, 4.1496)  0.11
F (-4.3505, -0.4162, 2.6849)  0.12
F (-3.0064, -2.0276, 2.1288)  0.14
H (-3.6121, 5.6826, 1.0433)  0.07
H (-1.8721, 5.4532, 1.2365)  0.02
H (-2.9613, 5.1545, 2.6052)  0.07
H (-3.7106, 4.0833, -0.8637)  0.11
H (-3.8776, 1.7103, -1.5342)  0.12
H (-5.6738, 0.1573, 0.5400)  0.11
H (-7.7421, -0.5394, -0.6260)  0.10
H (-8.8370, -1.5856, -2.4498)  0.06
H (-7.9846, -3.0168, -3.0346)  0.07
H (-7.9732, -1.5369, -3.9901)  0.07
H (-5.3664, -2.2732, -3.7084)  0.11
H (-2.2074, 2.8987, 2.9272)  0.11
C (2.6159, 2.1989, 3.8064)  0.01
C (2.0295, 3.3072, 3.0161)  -0.34
N (2.0127, 4.5598, 3.3561)  0.10
N (1.4123, 5.1781, 2.2921)  0.00
C (1.0755, 4.3522, 1.2876)  -0.81
S (0.3595, 4.7914, -0.1671)  0.54
N (1.4559, 3.1325, 1.7766)  -0.08
N (1.2723, 1.9349, 1.0982)  0.11
H (2.8756, 2.5801, 4.7911)  0.08
H (3.5093, 1.8198, 3.3125)  0.05
H (1.9071, 1.3785, 3.9002)  0.08
H (1.2978, 6.1737, 2.2682)  0.13
H (0.5637, 1.3886, 1.5879)  0.04
H (2.1479, 1.4192, 1.0688)  0.06
F (4.4686, 0.9507, -0.4420)  -0.16
P (5.1284, 0.8085, 1.0263)  0.16
F (6.5189, 1.4261, 0.4959)  -0.16
F (5.7356, 0.6782, 2.5226)  -0.17
F (3.7136, 0.1866, 1.5853)  -0.19
F (5.6284, -0.6884, 0.6782)  -0.16
F (4.5910, 2.3060, 1.3881)  -0.17
C (2.4470, -5.0214, 2.2756)  -0.06
N (2.4564, -3.9681, 1.2775)  -0.14
C (2.9362, -2.6599, 1.6778)  -0.04
C (1.7021, -4.0217, 0.1541)  -0.51
C (1.0242, -5.3181, -0.2120)  0.01
O (1.5346, -3.0261, -0.5472)  -0.16
H (3.2504, -4.8216, 2.9812)  0.08
H (2.6309, -5.9982, 1.8336)  0.07
H (1.5072, -5.0679, 2.8356)  0.10
H (3.6960, -2.7803, 2.4471)  0.09
H (2.1256, -2.0419, 2.0710)  0.10
H (3.3709, -2.1516, 0.8231)  0.08
H (1.5295, -6.2093, 0.1463)  0.06
H (0.9409, -5.3401, -1.2963)  0.09
H (0.0092, -5.3007, 0.1912)  0.10

Cartesian forces (eV/Å) of the 3 atoms listed first:
Cs 0.429 0.451 -0.312
C 0.002 -0.051 0.080
C 0.058 0.069 0.156

***

Here is a molecular structure, C10H16F6N5O8PbS3 at a distorted geometry from the OMol25 dataset. Energies are from ωB97M-V with the def2-TZVPD basis set.

Summary:
Kohn-Sham gap = 8.782 eV
Total charge = +1
Molecular weight = 751.65 g/mol
E_LUMO = -0.141 Ha

Each line ends with the natural charge from an NBO analysis.
Element x y z (Å)
Pb (1.1912, 1.2364, 2.6406)  1.56
F (2.3122, -2.8687, 4.3839)  -0.30
C (2.0598, -3.4135, 3.1982)  0.78
F (2.9865, -4.3095, 2.9246)  -0.28
F (0.8762, -4.0025, 3.2439)  -0.29
S (2.0803, -2.0097, 1.9425)  2.22
O (1.0620, -1.0889, 2.4946)  -1.04
O (1.8213, -2.4787, 0.6351)  -0.87
N (3.5348, -1.4588, 2.2017)  -1.19
S (4.0264, -0.2021, 1.4069)  2.22
O (2.9163, 0.7638, 1.2095)  -1.05
O (5.1862, 0.3602, 2.0019)  -0.88
C (4.4184, -0.7115, -0.3670)  0.78
F (4.8114, -1.9720, -0.3821)  -0.28
F (5.3763, 0.0537, -0.8566)  -0.28
F (3.3335, -0.5739, -1.1083)  -0.29
C (-2.8572, -2.9150, -3.2053)  -0.63
C (-3.3399, -1.9531, -2.1431)  -0.63
S (-2.7872, -0.2835, -2.6014)  2.16
O (-3.2489, 0.0626, -3.9061)  -0.92
O (-1.3803, -0.1443, -2.3208)  -0.98
C (-3.6462, 0.8372, -1.4022)  -0.65
C (-2.9631, 2.1940, -1.4690)  -0.26
N (-1.6180, 2.1607, -0.9244)  -0.30
C (-1.3015, 1.9551, 0.3648)  0.42
N (0.0198, 1.8954, 0.5330)  -0.61
C (0.5758, 2.0468, -0.6948)  -0.02
C (-0.4265, 2.2129, -1.6134)  0.19
N (-0.2593, 2.4251, -3.0183)  0.54
O (-1.2157, 2.8037, -3.6536)  -0.37
O (0.8527, 2.2489, -3.4410)  -0.33
C (-2.2787, 1.8377, 1.4721)  -0.67
H (-3.1609, -3.9319, -2.9685)  0.24
H (-1.7732, -2.8763, -3.2750)  0.23
H (-3.2752, -2.6341, -4.1684)  0.24
H (-2.9076, -2.1624, -1.1689)  0.23
H (-4.4240, -1.9139, -2.0884)  0.24
H (-3.5896, 0.3754, -0.4225)  0.22
H (-4.6805, 0.9170, -1.7221)  0.26
H (-3.5402, 2.9483, -0.9266)  0.23
H (-2.9025, 2.4928, -2.5196)  0.29
H (1.6346, 2.0325, -0.8509)  0.25
H (-3.2069, 2.3508, 1.2389)  0.25
H (-1.8609, 2.2685, 2.3797)  0.24
H (-2.4995, 0.7897, 1.6738)  0.24
N (3.2855, 1.1966, 4.1605)  -1.13
H (4.1324, 1.1602, 3.5964)  0.42
H (3.2586, 0.3253, 4.6844)  0.40
H (3.3912, 1.9532, 4.8310)  0.40

Cartesian forces (eV/Å) of the 3 atoms listed first:
Pb -0.347 0.161 0.335
F 0.020 0.119 0.105
C 0.204 -0.014 0.212

***

Here is 2 unconnected molecules or ions with the total composition C4H9O2 at a distorted geometry from the OMol25 dataset. Energies are from ωB97M-V with the def2-TZVPD basis set.

Summary:
Kohn-Sham gap = 7.760 eV
Total charge = -1
Molecular weight = 89.11 g/mol
E_LUMO = 0.145 Ha

Each line ends with the natural charge from an NBO analysis.
Element x y z (Å)
C (0.4778, -0.9703, 2.1872)  -0.61
C (-0.9937, -0.5632, 2.2664)  -0.62
H (0.9424, -0.6351, 1.2726)  0.25
H (0.9211, -0.3277, 3.0271)  0.18
H (0.6511, -1.9726, 2.5122)  0.19
H (-1.4301, -0.6369, 3.3000)  0.18
H (-1.7208, -1.1548, 1.7058)  0.20
H (-1.0978, 0.4226, 1.7778)  0.24
C (0.1344, -0.9458, -1.4817)  -0.79
C (0.1828, 0.6802, -1.3084)  0.79
O (1.2854, 1.1572, -1.0234)  -0.79
O (-0.9466, 1.1995, -1.3948)  -0.80
H (0.0802, -1.2095, -0.4356)  0.19
H (1.0737, -1.4639, -1.7586)  0.19
H (-0.8590, -1.2617, -1.8124)  0.20

Cartesian forces (eV/Å) of the 3 atoms listed first:
C -0.298 2.150 2.350
C -1.064 -0.014 -0.231
H 0.178 -0.380 -0.251